# 1
{
  "formula": "C33H43BCoN9O4S3Se",
  "method": "the ωB97M-V functional and the def2-TZVPD basis",
  "species": ["Se", "Co", "S", "S", "S", "O", "O", "O", "O", "N", "N", "N", "N", "N", "N", "N", "N", "N", "C", "C", "C", "C", "C", "C", "C", "C", "C", "C", "C", "C", "C", "C", "C", "C", "C", "C", "C", "C", "C", "C", "C", "C", "C", "C", "C", "C", "C", "C", "C", "C", "C", "B", "H", "H", "H", "H", "H", "H", "H", "H", "H", "H", "H", "H", "H", "H", "H", "H", "H", "H", "H", "H", "H", "H", "H", "H", "H", "H", "H", "H", "H", "H", "H", "H", "H", "H", "H", "H", "H", "H", "H", "H", "H", "H", "H"],
  "coordinates": [[3.540, 1.931, 1.279], [1.309, 0.793, 0.408], [-1.847, -1.793, 0.769], [0.898, 0.185, 2.524], [1.600, 0.818, -1.948], [4.729, 2.592, 0.448], [3.166, 0.374, 0.677], [3.722, 1.939, 2.866], [2.000, 2.499, 0.814], [-4.515, 4.514, -1.150], [-1.763, -3.358, -1.519], [1.761, -2.248, 3.463], [1.472, -2.189, 1.297], [3.928, -0.665, -2.314], [-4.122, 5.311, 0.895], [2.438, -1.554, -0.986], [-0.523, 1.675, 0.263], [0.164, -2.549, -0.853], [-5.419, 5.521, -0.873], [-1.172, -2.583, -0.557], [4.788, 1.633, -2.699], [5.989, -0.339, -3.608], [0.585, -1.320, 5.429], [0.392, -3.290, -2.002], [-0.785, -3.787, -2.410], [1.800, -3.483, 1.639], [-3.938, -2.271, -1.892], [3.550, -2.364, -0.963], [4.611, 0.238, -3.297], [1.986, -3.525, 2.971], [1.417, -1.451, 2.424], [4.463, -1.834, -1.798], [-6.451, 6.037, -1.656], [2.329, -3.058, 5.711], [-5.185, 6.040, 0.410], [-7.211, 7.060, -1.127], [3.775, 0.267, -4.575], [3.029, -0.784, 4.980], [-6.960, 7.570, 0.157], [1.921, -1.836, 4.892], [-1.994, 3.271, 1.262], [-2.659, 3.475, 0.059], [2.698, -0.500, -1.786], [-2.235, 2.731, -1.036], [-3.753, -4.341, -0.447], [-3.766, 4.422, -0.087], [-5.946, 7.072, 0.950], [-0.945, 2.377, 1.316], [-3.223, -3.605, -1.677], [-3.449, -4.485, -2.903], [-1.178, 1.859, -0.890], [1.169, -1.676, -0.116], [4.243, 0.941, -5.294], [6.617, -0.382, -2.717], [3.987, -1.223, 4.696], [1.371, -3.399, -2.435], [-2.947, -5.450, -2.811], [-0.203, -2.057, 5.269], [5.928, -1.330, -4.063], [5.270, 1.590, -1.723], [5.446, -2.181, -2.050], [-3.126, -3.996, -3.824], [2.768, 0.631, -4.377], [0.542, -0.612, 0.065], [-4.519, -4.675, -2.987], [3.839, 2.145, -2.575], [-5.757, 7.468, 1.939], [-3.549, -1.774, -2.783], [2.848, 0.077, 4.339], [2.449, -2.739, 6.745], [3.712, -0.728, -5.021], [0.291, -0.386, 4.959], [-3.651, 5.454, 1.770], [-4.815, -4.553, -0.586], [0.683, -1.145, 6.501], [-0.425, 2.234, 2.252], [3.105, -0.436, 6.011], [-3.808, -1.614, -1.035], [5.412, 2.220, -3.375], [-1.002, -4.422, -3.247], [-0.866, 1.252, -1.728], [-2.267, 3.786, 2.172], [2.257, -4.349, 3.600], [-3.227, -5.290, -0.321], [1.853, -4.271, 0.908], [1.569, -3.840, 5.689], [-7.579, 8.374, 0.534], [-2.728, 2.837, -1.991], [6.476, 0.323, -4.322], [-5.004, -2.455, -2.038], [-3.626, -3.745, 0.453], [3.615, -3.250, -0.357], [3.285, -3.468, 5.380], [-6.638, 5.639, -2.645], [-8.018, 7.483, -1.710]],
  "homo_energy_ev": -7.408,
  "largest_force_ev_per_a": 0.7,
  "e_above_lowest_kcal_mol": 13.80,
  "energy_ha": -7080.82404,
  "gap_ev": 7.0360
}

***

# 2
{
  "formula": "C50H50N10",
  "method": "the ωB97M-V functional and the def2-TZVPD basis",
  "species": ["N", "N", "N", "N", "N", "N", "N", "N", "N", "N", "C", "C", "C", "C", "C", "C", "C", "C", "C", "C", "C", "C", "C", "C", "C", "C", "C", "C", "C", "C", "C", "C", "C", "C", "C", "C", "C", "C", "C", "C", "C", "C", "C", "C", "C", "C", "C", "C", "C", "C", "C", "C", "C", "C", "C", "C", "C", "C", "C", "C", "H", "H", "H", "H", "H", "H", "H", "H", "H", "H", "H", "H", "H", "H", "H", "H", "H", "H", "H", "H", "H", "H", "H", "H", "H", "H", "H", "H", "H", "H", "H", "H", "H", "H", "H", "H", "H", "H", "H", "H", "H", "H", "H", "H", "H", "H", "H", "H", "H", "H"],
  "coordinates": [[0.704, 5.333, 1.546], [1.404, 1.467, 5.368], [-4.579, 2.024, -1.457], [3.114, 2.032, -2.220], [-2.752, -3.823, -1.303], [0.622, -1.009, 0.006], [-0.835, -2.259, 4.296], [-2.121, 0.453, -5.069], [3.831, -0.214, 1.303], [1.192, -6.697, -2.219], [2.853, -5.121, -1.406], [1.155, -3.429, 3.675], [-4.085, -2.793, 0.438], [-1.961, 1.571, -4.300], [5.078, -2.132, 2.172], [0.254, 0.586, -5.413], [-0.991, 0.008, -5.630], [-1.395, -2.630, 3.143], [0.363, 1.587, -4.512], [4.801, -1.682, 3.453], [-0.786, 2.129, -3.962], [-0.164, 5.533, -0.722], [-0.758, 0.996, -0.255], [0.565, -4.533, -1.348], [3.935, 1.078, -4.257], [3.144, -0.319, -2.514], [1.850, 4.200, -0.319], [2.445, -6.338, -1.977], [-5.027, 2.728, -0.430], [3.576, 2.178, -3.461], [3.643, -0.172, -3.782], [-5.442, 1.389, -2.225], [1.708, 4.552, 1.047], [3.572, 0.174, 2.557], [0.570, -3.830, 2.479], [-2.893, -2.727, -2.092], [-6.819, 1.438, -1.989], [0.862, 4.667, -1.186], [-0.596, 3.361, 4.728], [-3.620, -1.611, -1.620], [-7.318, 2.285, -1.030], [0.140, 1.231, 5.733], [2.869, 0.802, -1.747], [-0.537, 1.331, 1.053], [0.254, -5.746, -1.935], [4.455, -1.361, 1.128], [-0.740, -3.444, 2.257], [-0.849, 2.121, 5.376], [0.288, 0.549, 1.816], [-3.390, -3.837, -0.101], [0.773, 3.613, 4.411], [-0.207, 5.773, 0.661], [-4.199, -1.621, -0.341], [-6.394, 2.860, -0.184], [-0.068, -0.126, -0.771], [0.809, -0.649, 1.289], [4.071, -0.496, 3.699], [1.874, -4.171, -1.114], [1.745, 2.639, 4.798], [0.407, -2.657, 4.583], [3.801, -0.189, 4.741], [0.733, -2.337, 5.562], [-4.354, 3.191, 0.243], [0.987, 4.413, -2.230], [3.219, -7.118, -2.194], [3.044, 1.128, 2.572], [1.145, 0.194, -5.936], [-0.061, 0.244, 6.181], [-3.774, -0.719, -2.254], [5.166, -2.202, 4.351], [-1.055, -0.821, -6.313], [-4.699, -0.732, 0.062], [1.425, -1.297, 1.842], [2.558, 0.730, -0.731], [3.739, 3.166, -3.829], [-1.255, -3.828, 1.371], [-2.412, -2.214, 2.923], [-0.819, -5.975, -1.994], [-0.195, -3.832, -1.032], [1.029, -4.466, 1.724], [0.546, 0.868, 2.832], [-5.100, 0.763, -3.044], [-8.347, 2.558, -0.952], [2.066, -3.226, -0.539], [2.183, -3.497, 3.892], [-2.911, 2.007, -3.986], [2.870, -1.252, -2.075], [-0.252, -0.386, -1.792], [-1.809, 1.894, 5.727], [-0.749, 2.972, -3.299], [-4.552, -2.831, 1.437], [4.299, 1.281, -5.256], [-7.476, 0.960, -2.709], [-3.355, -4.733, 0.434], [3.869, -4.829, -1.214], [-1.346, 4.127, 4.615], [-2.457, -2.777, -3.092], [4.030, -1.048, -4.247], [-1.342, 1.569, -0.973], [-0.909, 6.522, 0.986], [-0.791, 6.076, -1.417], [-1.050, 2.215, 1.504], [-6.730, 3.548, 0.613], [2.539, 4.382, 1.762], [1.058, 4.419, 3.738], [5.668, -3.021, 2.023], [1.339, 1.995, -4.227], [2.725, 3.633, -0.668], [4.506, -1.615, 0.098], [2.857, 2.823, 4.646]],
  "homo_energy_ev": -9.045,
  "largest_force_ev_per_a": 3.1,
  "e_above_lowest_kcal_mol": 44.86,
  "energy_ha": -2482.73732,
  "gap_ev": 9.5565
}

***

# 3
{
  "formula": "C32H39Br12F21O14",
  "method": "the ωB97M-V functional and the def2-TZVPD basis",
  "species": ["Br", "Br", "Br", "Br", "Br", "Br", "Br", "Br", "Br", "Br", "Br", "Br", "F", "F", "F", "F", "F", "F", "F", "F", "F", "F", "F", "F", "F", "F", "F", "F", "F", "F", "F", "F", "F", "O", "O", "O", "O", "O", "O", "O", "O", "O", "O", "O", "O", "O", "O", "C", "C", "C", "C", "C", "C", "C", "C", "C", "C", "C", "C", "C", "C", "C", "C", "C", "C", "C", "C", "C", "C", "C", "C", "C", "C", "C", "C", "C", "C", "C", "C", "H", "H", "H", "H", "H", "H", "H", "H", "H", "H", "H", "H", "H", "H", "H", "H", "H", "H", "H", "H", "H", "H", "H", "H", "H", "H", "H", "H", "H", "H", "H", "H", "H", "H", "H", "H", "H", "H", "H"],
  "coordinates": [[-0.410, 15.519, 5.020], [-2.763, 22.309, 13.004], [-1.677, 15.397, 17.276], [-2.978, 22.257, 9.759], [-1.604, 19.653, 11.284], [-0.231, 12.470, 4.127], [-0.709, 14.287, 20.412], [-10.402, 20.959, 8.209], [-0.359, 12.368, 17.859], [-10.847, 19.297, 10.982], [-8.336, 18.613, 9.027], [-0.244, 13.049, 7.231], [-9.590, 17.632, 16.194], [-3.897, 6.662, 13.994], [-2.494, 8.045, 13.315], [-13.303, 7.316, 17.436], [-9.408, 19.836, 16.650], [-12.017, 10.956, 11.825], [-14.856, 7.920, 18.775], [-8.997, 9.190, 6.670], [-2.846, 7.773, 15.462], [-2.213, 4.214, 9.202], [4.771, 5.159, 13.508], [-11.743, 9.347, 13.121], [-13.360, 10.699, 13.404], [5.354, 5.884, 15.447], [-8.931, 18.422, 18.040], [-7.963, 7.925, 8.129], [-1.076, 4.171, 7.330], [-0.188, 5.029, 8.980], [-13.790, 6.085, 19.107], [-6.858, 8.551, 6.384], [6.744, 5.844, 13.722], [-12.920, 8.331, 20.806], [0.825, 2.812, 9.794], [-14.532, 9.636, 10.984], [-7.396, 6.119, 5.673], [-11.423, 8.100, 19.083], [-11.800, 17.644, 18.081], [-13.225, 7.839, 11.508], [5.499, 3.109, 15.458], [-11.907, 19.780, 17.244], [-9.611, 6.729, 5.708], [7.466, 3.462, 14.433], [-1.004, 1.669, 8.738], [-4.242, 9.965, 13.524], [-5.539, 8.654, 14.902], [-0.409, 2.740, 9.026], [-7.932, 3.845, 5.976], [0.347, 13.732, 5.496], [-13.575, 9.169, 11.584], [0.487, 1.631, 11.767], [-11.246, 18.604, 17.518], [-10.116, 9.978, 19.845], [8.104, 2.246, 14.996], [-3.415, 7.855, 14.264], [-10.324, 8.510, 19.832], [-7.527, 4.940, 4.960], [-15.135, 6.538, 10.632], [6.197, 3.811, 14.738], [5.758, 5.219, 14.324], [-1.929, 21.638, 11.356], [-13.701, 7.060, 10.416], [-5.201, 11.043, 13.562], [-13.672, 7.324, 18.713], [1.357, 1.734, 10.481], [-12.675, 10.061, 12.469], [-12.664, 7.982, 19.651], [-13.195, 20.013, 17.788], [7.611, 0.967, 14.515], [-4.562, 8.890, 14.214], [-8.062, 8.219, 6.793], [-13.694, 21.212, 16.956], [-9.783, 18.638, 17.112], [-4.689, 12.197, 12.675], [-8.423, 6.957, 5.958], [-1.458, 13.857, 18.610], [-9.494, 20.037, 9.752], [-1.022, 4.088, 8.637], [-5.534, 12.883, 12.602], [-13.750, 21.119, 15.872], [-0.569, 1.494, 11.537], [-15.734, 7.429, 10.820], [6.523, 0.921, 14.470], [0.932, 0.810, 12.329], [-14.650, 21.575, 17.333], [-13.825, 19.127, 17.707], [-12.916, 6.318, 10.265], [-5.561, 11.249, 14.570], [-13.059, 22.090, 17.073], [-10.341, 8.103, 20.843], [8.001, 2.376, 16.073], [7.965, 0.101, 15.074], [-10.752, 10.568, 20.504], [2.385, 1.937, 10.781], [-9.430, 7.997, 19.477], [0.538, 2.578, 12.304], [-15.575, 5.973, 9.810], [-7.092, 3.591, 6.623], [-8.257, 2.950, 5.445], [-8.922, 20.809, 10.267], [-3.831, 12.767, 13.031], [1.266, 0.808, 9.913], [-6.042, 10.535, 13.092], [-13.174, 20.223, 18.858], [-8.769, 4.060, 6.640], [-0.973, 22.159, 11.406], [-6.542, 4.799, 4.515], [-9.058, 10.230, 19.921], [-10.329, 10.396, 18.861], [-2.478, 13.475, 18.646], [-8.216, 5.060, 4.124], [-4.396, 11.809, 11.700], [8.029, 0.827, 13.518], [-15.262, 5.883, 11.494], [9.166, 2.262, 14.751], [1.427, 13.883, 5.524], [-13.595, 7.617, 9.485]],
  "homo_energy_ev": -10.326,
  "largest_force_ev_per_a": 5.9,
  "e_above_lowest_kcal_mol": 105.97,
  "energy_ha": -35281.34091,
  "gap_ev": 9.5872
}

***

# 4
{
  "formula": "C3H3N2",
  "method": "the ωB97M-V functional and the def2-TZVPD basis",
  "species": ["N", "N", "C", "C", "C", "H", "H", "H"],
  "coordinates": [[-1.094, 0.323, -0.994], [2.347, -1.068, 2.339], [-0.131, 0.088, -0.046], [1.008, 0.201, 0.682], [1.754, -0.473, 1.566], [-1.797, 0.806, -0.378], [-1.343, -0.665, -1.188], [-0.745, 0.787, -1.981]],
  "total_charge": 1,
  "homo_energy_ev": -15.479,
  "largest_force_ev_per_a": 12.2,
  "e_above_lowest_kcal_mol": 62.04,
  "energy_ha": -225.15899,
  "gap_ev": 9.3592
}

***

# 5
{
  "formula": "C2HCl2N",
  "method": "the ωB97M-V functional and the def2-TZVPD basis",
  "species": ["Cl", "Cl", "N", "C", "C", "H"],
  "coordinates": [[-0.214, 1.762, -0.106], [-3.306, -0.471, 0.091], [2.588, -0.653, 0.227], [1.485, -0.335, 0.186], [0.160, 0.099, -0.007], [-0.712, -0.403, -0.391]],
  "homo_energy_ev": [-12.153, -9.376],
  "largest_force_ev_per_a": 1.9,
  "e_above_lowest_kcal_mol": 71.58,
  "energy_ha": -1051.81146,
  "gap_ev": [10.5468, 4.8054]
}